# 1
# C21H19BrO5

C21H19BrO5 in the gas phase in a non-equilibrium geometry (ωB97M-V with the def2-TZVPD basis set, the OMol25 dataset).

Atoms and positions in Å:
C1 0.40006 2.99201 0.63883
C2 0.09973 3.65223 -0.54301
O1 1.27149 -2.57789 0.46700
H1 0.98662 -2.21825 -2.03132
H2 -1.59720 -4.17893 0.30714
O2 -0.43734 3.44203 -2.77617
C3 -2.43417 5.49254 -1.48721
H3 0.09155 3.22077 2.80656
H4 -0.31548 -8.06631 -0.97875
C4 -0.10908 -7.18092 -0.39649
C5 0.46412 0.81262 -0.59767
H5 -3.62733 4.47867 -2.35561
C6 0.63513 -0.56476 -0.62174
C7 -0.85083 -4.98595 0.29945
H6 0.61912 -0.68045 -2.84690
C8 0.63532 1.55341 0.58848
H7 1.98135 -7.72563 0.15591
C9 -1.49559 5.67714 -0.25767
O3 -3.22791 4.39534 -1.49751
H8 0.16672 4.75552 1.93123
C10 1.04764 -1.22385 0.55099
H9 1.45162 1.45422 2.62020
H10 -0.22483 -2.86988 1.85318
C11 1.35380 -5.75595 0.82394
C12 0.57722 3.73408 1.95845
C13 1.14943 -6.98514 0.18513
H11 1.75614 -1.05880 2.53424
H12 -1.92491 5.11062 0.57736
Br1 -2.84768 -6.46668 -1.11195
C14 0.40981 -1.29996 -1.94515
H13 1.66979 3.83334 2.15201
H14 1.38240 -3.45357 2.32405
C15 0.67813 -3.37272 1.48286
C16 -1.13452 -6.22754 -0.28130
C17 0.39151 -4.70959 0.85171
C18 1.10682 0.87172 1.72075
O4 0.13051 1.49394 -1.75127
H15 -1.50174 6.73923 -0.03558
C19 1.34846 -0.49905 1.70390
H16 2.32064 -5.56596 1.26487
O5 -2.49723 6.34247 -2.33152
H17 0.17444 5.55908 -1.60839
H18 -0.65612 -1.60484 -2.00004
H19 0.69258 5.64494 0.04164
C20 -0.06179 2.83781 -1.77209
C21 -0.04843 5.17889 -0.61257

Cartesian forces (eV/Å) of the 2 atoms listed first:
-0.2661 1.1906 -1.3566
0.7472 -0.9913 1.8505

Properties
Charge: 0
Energy in a.u.: -3761.8634
HOMO-LUMO gap in eV: 8.57
Strongest force on any atom in eV/Å: 2.95
HOMO in eV: -8.53
Structure (SMILES): Cc1c(CCC(=O)O)c(=O)oc2c(C)c(OCc3cccc(Br)c3)ccc12

***

# 2
# C37H98NO21Sr

A molecular structure, C37H98NO21Sr in a non-equilibrium geometry (ωB97M-V with the def2-TZVPD basis set, the OMol25 dataset).

Atoms and positions in Å:
O1 -5.61061 2.67418 5.39118
H1 -3.92310 0.32805 5.15803
H2 -5.96527 1.79060 2.30934
O2 -3.13338 6.77039 1.41976
C1 1.46052 -1.30755 -4.97911
H3 4.55782 -4.35210 -0.52617
H4 0.97343 3.08202 5.85735
H5 -1.21331 1.55354 5.42639
C2 -4.13230 1.09612 4.41345
H6 2.86629 3.03147 -2.38029
H7 1.80130 5.11091 -2.22050
C3 3.12849 -4.88317 1.11731
O3 4.16960 0.61760 0.30737
H8 1.96306 6.98440 1.14170
O4 5.24756 -3.59994 1.16203
H9 1.38015 -6.56460 -1.91987
H10 0.05639 4.31279 4.38202
O5 1.47732 -3.58596 -5.61644
H11 1.29517 -1.55784 -3.93120
H12 0.86196 -2.42151 -0.82977
H13 -3.45710 -3.83109 -7.85680
C4 -0.53908 -6.65870 -3.06068
H14 -0.19329 -3.43709 -6.47802
O6 1.33292 3.61915 -5.14800
H15 -0.07139 0.28053 3.53071
H16 -1.75465 -0.44518 -2.07505
O7 -0.62601 3.75699 4.76544
H17 -2.54439 2.01063 1.23249
O8 -0.21655 -3.78192 2.02761
H18 2.20574 6.07878 3.72886
C5 5.10208 -0.89353 -1.13443
O9 -0.15249 -7.80788 -3.85670
H19 1.47239 -5.96978 -4.10067
C6 -5.62624 2.48291 3.07996
H20 -6.40479 1.05147 4.54006
H21 3.95591 0.76689 -1.80277
C7 -0.81861 2.61731 6.89762
C8 -2.95921 5.37096 1.23845
C9 -1.42784 -3.93530 2.85603
H22 -2.56210 -4.65697 1.29819
C10 2.27023 -2.43580 -5.65101
H23 -1.42673 1.36013 3.46135
O10 -1.17919 1.33905 6.36150
C11 0.65311 -5.92309 -2.41787
H24 -1.13030 -7.00401 -2.21255
H25 -2.06707 5.14043 0.65618
C12 -5.53390 1.69350 4.40799
H26 1.86376 8.79334 2.48618
H27 -2.04880 -4.77620 -6.27741
O11 -0.96718 -3.07295 -6.91404
H28 1.60239 -1.51288 5.56794
H29 -3.14638 7.16513 0.54477
O12 1.56216 5.38409 3.57136
H30 -1.38334 -3.12900 3.58815
O13 2.78319 0.55760 3.15561
Sr1 3.76469 -1.43074 1.78096
C13 2.85618 -2.04033 -6.97222
H31 -2.70437 5.07204 2.25521
H32 2.98169 4.57033 -4.36485
O14 2.78783 -2.28558 4.07886
H33 -0.62875 -2.67274 -1.76889
H34 -0.53488 2.73934 0.72447
H35 4.12749 1.54748 0.54220
H36 2.06131 -1.67238 -7.62099
C14 2.09048 4.03549 -4.03653
H37 3.40804 -1.43181 -1.59814
H38 0.19607 4.47548 6.60612
C15 0.52150 -0.02814 -1.50801
H39 0.91340 -1.49425 3.97764
C16 2.58733 0.01259 4.38439
O15 1.12105 -0.80345 1.35529
H40 5.52727 -1.15522 -2.10336
H41 -0.71613 -2.93971 -0.16860
H42 5.91342 -1.17980 -0.46519
C17 0.00423 2.07825 1.40301
C18 -0.43078 -0.81240 -0.56051
O16 3.97670 -1.72255 -0.88141
H43 5.15493 -5.54342 0.38276
C19 2.54676 2.72124 -3.37515
H44 1.10824 5.79803 -3.65549
H45 -1.03650 -5.95308 -3.72609
O17 1.31765 -5.24492 -3.49055
H46 -2.55361 -3.59760 -4.06694
H47 3.39808 -2.89340 -7.38053
H48 -6.34348 3.30074 3.01044
H49 -1.89336 -2.09898 -4.85496
H50 -5.50346 2.26259 6.25183
C20 1.07876 7.13383 1.76120
C21 0.65472 5.86074 2.51595
H51 1.02534 2.08792 1.02176
H52 -3.57071 -4.23839 2.63976
C22 -2.08669 -3.68686 -6.27927
H53 0.25238 -0.27530 -2.53494
C23 1.19328 4.86878 -3.09215
C24 -2.68787 -3.91604 2.08769
H54 1.84700 0.70218 4.78996
H55 0.24813 4.45942 -2.73546
H56 0.49094 -1.29147 -5.47686
H57 1.90548 3.66149 -5.91741
H58 -3.40098 1.85986 4.67796
N1 -0.16751 -0.48883 0.91760
H59 1.95351 0.58192 2.67328
H60 -0.33125 5.98104 2.96485
H61 3.24173 -5.25708 2.13489
H62 -1.65822 -0.39903 3.27410
H63 1.82549 -0.28247 -5.04319
H64 -0.91351 -3.52544 -4.47052
H65 -4.01878 3.54885 0.77287
H66 -0.34091 2.36491 7.84430
O18 -4.42354 4.79020 -0.68478
H67 5.42451 1.36868 -1.03625
H68 -1.76771 1.57104 -1.16907
H69 3.62228 -1.27021 -6.88217
H70 3.43281 0.09016 5.06794
H71 -3.85104 0.63018 3.46904
H72 1.82452 1.90865 -3.29670
H73 0.26930 7.37532 1.07232
C25 -1.88718 -3.18859 -4.82634
H74 -0.80387 -7.93226 -4.55084
H75 -1.46765 -4.93884 3.27961
H76 -3.35402 -2.27397 -7.19432
H77 -2.35736 -2.11887 1.25310
H78 0.60891 5.08739 1.74919
O19 -3.07207 -2.61147 1.66316
C26 -2.37942 0.85986 -0.61398
C27 -0.21486 -2.25392 -0.85162
H79 -4.65892 2.87737 2.76888
H80 -2.60956 -1.35198 -0.81338
H81 2.52568 -5.59881 0.55821
H82 -0.00546 -2.89787 1.71858
H83 6.14820 -3.62042 0.83032
C28 4.68849 0.56484 -1.02135
H84 -0.07900 2.59020 2.36170
H85 3.45107 2.27402 -3.78783
H86 -3.44553 0.99418 -0.79693
H87 2.48493 -3.14826 4.37151
C29 0.01372 3.57007 6.02725
H88 0.66295 1.04355 -1.36814
H89 -4.25181 -3.56189 -6.23359
H90 1.33529 -3.82913 -4.69867
C30 -2.25806 0.99257 0.96856
H91 1.57003 -3.63653 0.97448
H92 -1.70964 3.13799 7.24841
H93 3.03315 -2.71873 -4.92575
O20 1.20914 8.14596 2.75816
H94 1.56574 -0.33657 -1.45780
C31 -3.41973 -3.31995 -6.89480
C32 4.53536 -4.65720 0.52002
H95 -5.05865 4.78779 1.32411
C33 -1.89485 -0.55027 -0.99922
H96 -2.94660 0.26181 1.39285
H97 0.18608 -5.14423 -1.81508
C34 1.85259 -1.37004 4.51670
C35 -0.86290 0.71907 1.53149
C36 -4.18415 4.62338 0.69458
H98 -5.34764 4.55900 -0.80394
O21 2.50027 -3.58120 1.20513
C37 -1.02088 0.44866 3.02248

Cartesian forces (eV/Å) of the 2 atoms listed first:
-0.1890 0.9918 1.3481
-0.4843 -0.2076 0.2850

Properties
Charge: +1
Energy in a.u.: -3133.6379
HOMO-LUMO gap in eV: 5.51
Strongest force on any atom in eV/Å: 4.90
HOMO in eV: -8.39

***

# 3
# C28H34BiN3O5S6Sb

A molecular structure, C28H34BiN3O5S6Sb in a non-equilibrium geometry (ωB97M-V with the def2-TZVPD basis set, the OMol25 dataset).

Atoms and positions in Å:
S1 3.12947 -3.95582 -3.68246
C1 -5.39128 3.02526 0.10789
H1 0.88918 4.89854 2.44612
O1 -1.83934 -2.05717 1.56459
H2 -5.06003 3.19645 -2.00784
C2 -4.55506 1.24686 -1.28798
C3 1.22289 2.84973 1.78013
H3 -4.07556 -1.31696 -1.23145
C4 0.38849 5.30123 -1.32257
C5 -0.40770 -0.97918 4.66500
C6 -1.66959 4.24101 1.00515
H4 4.00027 -5.65178 0.87887
H5 -4.85621 0.20820 1.92678
C7 3.03194 -0.84625 -1.75132
H6 -0.25811 -0.05015 5.19599
H7 1.00590 5.79380 -2.07778
H8 -1.05462 -4.11858 2.60778
H9 3.08789 -6.26313 -0.52232
H10 -1.32703 3.95258 3.14238
C8 3.23842 -5.41320 0.13804
C9 -4.50229 0.39637 -0.18494
S2 0.40689 -3.13003 -3.23714
N1 0.83118 0.02858 -1.53008
C10 -5.33036 2.17903 1.20723
H11 0.52804 -2.21718 6.13225
S3 3.90179 -4.01853 -0.81133
H12 3.96276 -0.61268 -3.66819
S4 1.43854 -3.24056 -6.02448
H13 0.11112 -4.31764 4.82451
H14 -2.74273 3.10169 2.52429
H15 -1.12935 5.18267 0.91843
H16 2.31123 -5.12469 0.62571
H17 3.24670 -2.18513 0.56355
H18 2.49736 4.26694 2.79567
C11 -1.04912 -0.92633 3.43040
H19 -4.24830 0.87969 -2.26229
C12 -0.37485 1.04804 -3.33267
C13 -0.20229 -3.35236 4.45410
O2 -0.25543 1.45448 -4.59348
O3 -1.38336 1.17635 -2.68111
C14 -5.00429 2.55122 -1.13944
C15 -4.88854 0.87072 1.06767
H20 3.89160 -1.32005 -1.29507
O4 0.74360 -0.53086 1.08385
H21 -1.08763 1.85699 -4.87657
H22 1.79716 3.66810 -1.02046
H23 -2.50574 4.26418 0.30499
S5 0.59889 -2.98270 -0.28137
H24 -0.65795 5.45646 -1.59240
H25 -5.74647 4.04284 0.21919
S6 -1.62772 0.54913 2.72638
H26 -4.20021 -1.55043 0.41953
C16 1.86394 -0.63344 -1.02834
N2 -1.24184 -2.08372 2.75084
C17 -0.83486 -3.27432 3.24196
N3 -3.95706 -0.90336 -0.31856
O5 2.66069 -1.61331 1.08348
Bi1 -1.27954 -0.11986 0.25375
H27 2.08981 4.75675 1.15615
H28 -2.79469 4.84757 2.74154
H29 0.57159 5.80765 -0.37346
C18 3.07655 -0.44036 -3.07124
C19 1.69594 4.27495 2.05380
C20 -2.15618 4.01530 2.43398
H30 -5.63445 2.53654 2.18453
H31 0.54781 3.33403 -2.21461
C21 0.74184 3.81685 -1.25563
C22 0.86773 0.39517 -2.81496
Sb1 -0.31755 2.71424 0.28240
C23 1.37017 -3.37919 -1.79934
H32 1.93411 0.45402 -4.67255
C24 1.59655 -1.20777 0.35118
H33 2.03455 2.21730 1.41621
C25 0.02003 -2.18364 5.17764
C26 1.64566 -3.42866 -4.42298
H34 0.82110 2.37808 2.67621
C27 2.63669 -3.77837 -2.01607
C28 1.96175 0.16631 -3.63056

Cartesian forces (eV/Å) of the 2 atoms listed first:
-0.0043 -0.0193 0.0161
0.0186 0.0502 -0.0265

Properties
Charge: +1
Energy in a.u.: -4471.6219
HOMO-LUMO gap in eV: 7.24
Strongest force on any atom in eV/Å: 1.23
HOMO in eV: -10.21
Energy relative to the best compared isomer or geometry (same formula, charge and spin) in kcal/mol: 19.49